No. 1
DFT (the ωB97M-V functional and the def2-TZVPD basis) results for C10H23GeN3O6P2PdS as an isolated structure.

Properties
Net charge   +2
Energy relative to the best compared isomer or geometry (same formula, charge and spin)   180.1 kJ/mol
Orbital gap (alpha / beta)   6.346 / 6.346 eV
E_HOMO (alpha / beta)   -15.46 / -15.46 eV

Positions of all 47 atoms, in Å:
Pd1 0.16 0.44 -0.42
N1 1.11 2.48 3.06
C1 1.96 2.05 1.87
C2 3.38 2.56 2.05
P1 1.91 0.19 1.84
O1 2.20 -0.06 3.38
O2 2.95 -0.32 0.91
O3 0.46 -0.26 1.55
P2 1.07 2.73 0.40
O4 1.29 4.26 0.62
O5 1.61 2.14 -0.88
O6 -0.38 2.29 0.63
H1 1.43 2.01 3.91
H2 0.13 2.23 2.89
H3 1.16 3.49 3.20
H4 3.84 2.14 2.95
H5 3.41 3.65 2.10
H6 3.98 2.25 1.19
H7 1.91 -0.90 3.75
H8 1.17 4.86 -0.13
S1 1.12 -0.77 -1.94
C3 1.59 -2.41 -1.52
N2 2.41 -2.63 -0.47
C4 2.89 -3.86 -0.23
C5 2.57 -4.89 -1.07
C6 1.76 -4.58 -2.15
N3 1.26 -3.36 -2.36
H9 2.68 -1.80 0.12
H10 3.54 -3.96 0.64
H11 2.95 -5.88 -0.91
H12 1.48 -5.34 -2.88
C7 -1.96 -1.42 -3.27
Ge1 -2.41 0.16 -2.23
C8 -1.64 1.82 -2.90
C9 -4.31 0.34 -1.85
C10 -1.81 -0.08 -0.30
H13 -2.85 -1.75 -3.81
H14 -1.63 -2.24 -2.62
H15 -1.18 -1.21 -3.99
H16 -2.29 2.18 -3.70
H17 -0.65 1.69 -3.32
H18 -1.62 2.59 -2.13
H19 -4.81 0.48 -2.81
H20 -4.50 1.21 -1.22
H21 -4.71 -0.55 -1.38
H22 -1.87 -1.05 0.19
H23 -2.23 0.69 0.34

No. 2
DFT (the ωB97M-V functional and the def2-TZVPD basis) results for a 4-piece molecular cluster, C36H75ClN5O7P overall.

Properties
Net charge   +1
<S²>   3.765
Orbital gap (alpha / beta)   7.736 / 8.304 eV
Spin multiplicity   4
E_HOMO (alpha / beta)   -10.64 / -11.21 eV

Positions of all 125 atoms, in Å:
C1 -0.67 1.17 0.30
C2 -0.69 0.08 -0.97
N1 -1.77 0.41 -1.99
C3 -3.08 -0.31 -1.78
C4 -3.38 -1.44 -2.94
C5 -4.94 -1.52 -3.44
C6 -6.00 -2.02 -2.26
Cl1 -7.70 -2.11 -3.08
P1 -4.44 1.08 -1.77
N2 -4.25 1.83 -3.42
O1 -4.02 2.23 -0.53
C7 -3.07 -1.14 -0.34
O2 -1.97 -2.11 -0.31
C8 -0.65 -1.48 -0.48
C9 0.32 -2.29 -1.57
O3 -0.32 -2.49 -2.88
O4 0.56 -2.81 -3.80
H1 -1.48 2.02 0.14
H2 -0.92 0.57 1.29
H3 0.41 1.63 0.46
H4 0.34 0.28 -1.54
H5 -1.35 0.24 -2.95
H6 -1.92 1.46 -1.95
H7 -2.73 -1.17 -3.88
H8 -3.07 -2.54 -2.63
H9 -4.98 -2.38 -4.27
H10 -5.32 -0.55 -3.99
H11 -5.68 -3.10 -1.91
H12 -6.11 -1.25 -1.39
H13 -3.40 2.46 -3.29
H14 -3.87 1.08 -4.08
H15 -4.11 1.78 0.38
H16 -4.10 -1.72 -0.18
H17 -3.02 -0.37 0.57
H18 -0.07 -1.56 0.56
H19 0.58 -3.32 -1.06
H20 1.31 -1.66 -1.78
H21 0.03 -3.37 -4.48
C10 6.75 -5.38 -6.29
C11 5.51 -5.75 -5.43
C12 4.26 -5.85 -6.35
C13 3.77 -4.49 -6.84
C14 3.52 -3.55 -5.66
C15 4.72 -3.43 -4.68
N3 5.33 -4.75 -4.32
O5 4.50 -5.35 -3.35
C16 5.81 -2.51 -5.30
C17 4.23 -2.62 -3.43
C18 5.85 -7.18 -4.91
H22 7.05 -6.22 -6.93
H23 6.57 -4.56 -6.99
H24 7.61 -5.13 -5.66
H25 3.44 -6.34 -5.82
H26 4.48 -6.48 -7.22
H27 4.48 -4.04 -7.53
H28 2.84 -4.62 -7.40
H29 3.24 -2.56 -6.05
H30 2.64 -3.92 -5.12
H31 6.72 -2.51 -4.68
H32 5.46 -1.47 -5.35
H33 6.09 -2.78 -6.31
H34 3.36 -3.08 -2.95
H35 3.92 -1.61 -3.72
H36 5.03 -2.52 -2.69
H37 6.72 -7.16 -4.25
H38 6.08 -7.86 -5.74
H39 5.02 -7.65 -4.37
C19 3.70 0.10 5.24
C20 3.50 -0.08 3.71
C21 4.81 -0.61 3.08
C22 5.91 0.46 3.01
C23 5.40 1.70 2.29
C24 4.07 2.26 2.86
N4 3.03 1.20 3.09
O6 2.47 0.89 1.84
C25 4.33 3.03 4.18
C26 3.59 3.39 1.88
C27 2.42 -1.22 3.62
H40 3.77 -0.87 5.75
H41 4.62 0.62 5.51
H42 2.85 0.64 5.69
H43 4.62 -0.97 2.07
H44 5.19 -1.47 3.65
H45 6.26 0.71 4.02
H46 6.77 0.05 2.48
H47 6.18 2.47 2.34
H48 5.28 1.45 1.23
H49 3.39 3.32 4.66
H50 4.90 3.95 4.00
H51 4.92 2.47 4.90
H52 3.47 3.04 0.85
H53 4.31 4.21 1.84
H54 2.63 3.82 2.21
H55 1.47 -0.89 4.06
H56 2.75 -2.11 4.18
H57 2.24 -1.55 2.60
C28 -7.78 3.54 4.66
C29 -6.29 3.30 5.00
C30 -5.86 4.26 6.14
C31 -5.73 5.71 5.68
C32 -4.78 5.81 4.49
C33 -5.14 4.85 3.32
N5 -5.44 3.45 3.77
O7 -4.21 2.82 4.03
C34 -6.35 5.41 2.53
C35 -3.96 4.93 2.28
C36 -6.28 1.84 5.56
H58 -8.44 3.18 5.46
H59 -8.04 4.60 4.54
H60 -8.07 3.02 3.74
H61 -4.90 3.94 6.57
H62 -6.59 4.22 6.97
H63 -6.71 6.13 5.43
H64 -5.34 6.32 6.51
H65 -4.77 6.85 4.14
H66 -3.76 5.60 4.85
H67 -6.69 4.69 1.77
H68 -6.07 6.33 1.98
H69 -7.19 5.69 3.15
H70 -2.99 4.68 2.73
H71 -3.86 5.94 1.88
H72 -4.14 4.25 1.44
H73 -6.58 1.12 4.78
H74 -6.99 1.73 6.39
H75 -5.31 1.54 5.96

No. 3
DFT (the ωB97M-V functional and the def2-TZVPD basis) results for C3H4O4Pr as an isolated structure.

Properties
Net charge   +1
<S²>   2.049
Energy relative to the best compared isomer or geometry (same formula, charge and spin)   0.0 kJ/mol
Orbital gap (alpha / beta)   6.474 / 7.115 eV
Spin multiplicity   3
E_HOMO (alpha / beta)   -13.00 / -13.00 eV

Positions of all 12 atoms, in Å:
C1 0.21 1.88 -0.62
C2 0.88 0.70 -1.27
O1 0.05 -0.45 -1.32
C3 -0.21 -1.07 -0.18
O2 0.38 -0.75 0.89
O3 -1.16 -1.91 -0.16
O4 0.60 2.41 0.40
H1 -0.68 2.26 -1.17
H2 1.83 0.49 -0.77
H3 1.13 0.98 -2.31
Pr1 -1.18 -2.37 2.31
H4 -1.85 -2.15 4.20

No. 4
DFT (the ωB97M-V functional and the def2-TZVPD basis) results for an isolated molecule of C19H22FN3O3S.

Properties
SMILES string   O=C(CNc1cccc(S(=O)(=O)N2CCCCC2)c1)Nc1ccccc1F
Net charge   0
Energy relative to the best compared isomer or geometry (same formula, charge and spin)   144.0 kJ/mol
Orbital gap   9.098 eV
E_HOMO   -8.57 eV

Positions of all 49 atoms, in Å:
O1 -4.82 -1.45 -1.68
C1 -3.98 -1.58 -0.82
N1 -3.58 -0.61 0.05
C2 -3.90 0.75 0.04
C3 -4.84 1.33 -0.80
C4 -5.07 2.70 -0.74
C5 -4.37 3.50 0.14
C6 -3.42 2.94 0.99
C7 -3.21 1.58 0.93
F1 -2.30 1.00 1.76
H1 -2.86 3.53 1.69
H2 -4.55 4.56 0.18
H3 -5.80 3.14 -1.40
H4 -5.38 0.71 -1.49
H5 -2.86 -0.85 0.72
C8 -3.18 -2.88 -0.62
N2 -1.76 -2.67 -0.79
C9 -1.01 -2.04 0.19
C10 -0.06 -1.08 -0.16
C11 0.69 -0.46 0.81
C12 0.56 -0.77 2.15
C13 -0.35 -1.75 2.51
C14 -1.13 -2.38 1.55
H6 -1.83 -3.13 1.85
H7 -0.47 -2.02 3.55
H8 1.16 -0.24 2.87
S1 1.81 0.83 0.27
O2 1.10 1.72 -0.59
O3 2.48 1.38 1.41
N3 2.83 -0.08 -0.71
C15 3.46 0.64 -1.80
C16 4.66 1.45 -1.34
C17 5.66 0.53 -0.64
C18 4.98 -0.17 0.53
C19 3.74 -0.93 0.03
H9 3.18 -1.35 0.87
H10 4.04 -1.75 -0.63
H11 4.65 0.57 1.26
H12 5.66 -0.87 1.02
H13 6.52 1.11 -0.28
H14 6.03 -0.21 -1.35
H15 4.32 2.21 -0.63
H16 5.12 1.95 -2.19
H17 2.69 1.29 -2.22
H18 3.76 -0.10 -2.56
H19 0.08 -0.78 -1.19
H20 -1.54 -2.33 -1.72
H21 -3.52 -3.60 -1.37
H22 -3.39 -3.29 0.37

No. 5
DFT (the ωB97M-V functional and the def2-TZVPD basis) results for C27H31NSV as an isolated structure.

Properties
Net charge   +2
<S²>   0.792
Orbital gap (alpha / beta)   6.493 / 6.946 eV
Spin multiplicity   2
E_HOMO (alpha / beta)   -14.66 / -14.66 eV

Positions of all 61 atoms, in Å:
V1 -1.17 0.87 0.96
C1 -1.35 3.16 1.06
C2 -1.54 2.68 -0.26
C3 -0.32 2.08 -0.70
C4 0.59 2.09 0.39
C5 -0.05 2.76 1.49
C6 0.61 3.09 2.78
C7 2.00 1.59 0.39
C8 -0.09 1.60 -2.10
C9 -2.76 2.88 -1.10
C10 -2.32 4.03 1.79
H1 1.22 3.98 2.66
H2 1.26 2.29 3.12
H3 -0.11 3.29 3.57
H4 2.67 2.41 0.13
H5 2.15 0.79 -0.34
H6 2.29 1.22 1.37
H7 -0.71 0.74 -2.37
H8 0.96 1.33 -2.26
H9 -0.33 2.40 -2.80
H10 -2.67 3.81 -1.67
H11 -3.66 2.95 -0.50
H12 -2.90 2.08 -1.83
H13 -2.47 4.94 1.20
H14 -1.95 4.33 2.76
H15 -3.30 3.56 1.90
C11 3.84 -3.02 -2.86
C12 2.39 -2.58 -3.15
C13 1.80 -3.46 -4.27
C14 2.41 -1.13 -3.63
C15 1.56 -2.76 -1.89
C16 1.43 -4.05 -1.32
C17 0.69 -4.28 -0.18
C18 0.07 -3.20 0.42
S1 -0.90 -3.17 1.86
C19 -1.12 -1.50 1.70
N1 -0.51 -0.97 0.63
C20 0.18 -1.92 -0.11
C21 0.92 -1.70 -1.27
C22 -1.86 -0.68 2.70
C23 -2.57 -1.35 3.70
C24 -3.19 -0.66 4.72
C25 -3.10 0.73 4.78
C26 -2.41 1.43 3.81
C27 -1.81 0.75 2.75
H16 4.44 -2.90 -3.76
H17 3.89 -4.07 -2.56
H18 4.28 -2.42 -2.06
H19 2.39 -3.34 -5.18
H20 0.77 -3.17 -4.49
H21 1.81 -4.52 -4.01
H22 3.02 -1.06 -4.53
H23 2.86 -0.46 -2.89
H24 1.41 -0.77 -3.88
H25 1.92 -4.88 -1.80
H26 0.61 -5.28 0.23
H27 1.00 -0.70 -1.68
H28 -2.63 -2.44 3.69
H29 -3.73 -1.20 5.48
H30 -3.57 1.27 5.59
H31 -2.36 2.50 3.86